Record 1
{
  "formula": "C17H20N4O3",
  "method": "wB97M-V/def2-TZVPD",
  "species": ["C", "C", "C", "C", "O", "O", "C", "C", "C", "C", "C", "C", "H", "H", "H", "H", "H", "H", "H", "H", "H", "H", "H", "C", "N", "C", "N", "C", "N", "H", "N", "H", "C", "C", "C", "C", "O", "H", "H", "H", "H", "H", "H", "H"],
  "positions_angstrom": [[0.4941, -2.1299, -1.5979], [1.5384, -1.4722, -0.7575], [1.3085, -0.4878, 0.1482], [0.0067, 0.0883, 0.4908], [-0.1223, 0.9544, 1.3299], [-1.0273, -0.4209, -0.1975], [-2.3249, 0.1139, 0.0987], [-3.1951, -0.0694, -1.1399], [-4.6040, 0.4516, -0.8727], [-5.2213, -0.2635, 0.3254], [-4.3458, -0.0826, 1.5618], [-2.9358, -0.6028, 1.3019], [-2.3024, -0.4376, 2.1750], [-2.9641, -1.6754, 1.0949], [-4.7806, -0.6145, 2.4098], [-4.2957, 0.9771, 1.8200], [-6.2207, 0.1310, 0.5175], [-5.3186, -1.3283, 0.1016], [-5.2233, 0.3016, -1.7589], [-4.5599, 1.5240, -0.6710], [-2.7457, 0.4592, -1.9824], [-3.2306, -1.1323, -1.3872], [-2.2093, 1.1798, 0.3338], [2.4483, 0.2107, 0.8793], [3.6197, -0.6235, 0.8120], [3.8160, -1.5926, -0.0973], [5.0212, -2.1095, 0.0246], [5.5406, -1.3928, 1.0473], [4.7349, -0.4891, 1.5460], [6.5306, -1.5555, 1.4184], [2.8107, -1.9517, -0.9458], [2.9915, -2.7045, -1.5905], [2.7232, 1.5392, 0.2359], [2.7199, 2.8082, 0.7299], [3.0540, 3.6530, -0.3568], [3.2382, 2.8331, -1.4248], [3.0388, 1.5497, -1.0796], [3.5040, 3.0282, -2.4449], [3.1447, 4.7195, -0.3390], [2.4972, 3.0988, 1.7348], [2.1810, 0.3913, 1.9267], [-0.2492, -2.6123, -0.9675], [-0.0281, -1.3905, -2.1997], [0.9423, -2.8734, -2.2534]],
  "atomic_forces_ev_per_a": [[-0.06, -0.08, -0.14], [-0.24, 0.24, 0.24], [0.37, -0.19, 0.14], [-0.05, 0.07, 0.14], [0.02, -0.11, -0.06], [0.02, -0.08, -0.15], [-0.46, 0.08, 0.14], [0.25, 0.24, 0.15], [-0.01, -0.30, -0.02], [-0.01, 0.32, 0.08], [-0.03, -0.28, -0.10], [0.22, 0.30, -0.02], [0.03, -0.06, -0.01], [0.02, -0.06, -0.02], [0.01, 0.08, 0.06], [-0.04, 0.07, 0.08], [-0.05, -0.08, -0.01], [-0.06, -0.07, -0.01], [0.00, 0.10, -0.02], [-0.04, 0.08, -0.04], [0.05, -0.04, -0.04], [0.00, -0.08, -0.05], [-0.05, -0.17, -0.07], [-0.24, 0.61, -0.23], [-0.02, -1.02, -0.67], [0.59, 0.26, 0.68], [-0.33, -0.39, -0.62], [-0.40, 0.13, -0.11], [0.35, 0.61, 0.75], [0.23, 0.02, 0.16], [-0.10, -0.19, -0.33], [-0.06, 0.08, 0.09], [-0.07, 0.57, 0.91], [-0.04, -0.74, -0.16], [0.12, -0.17, -0.52], [0.04, 0.83, 0.14], [-0.04, -0.52, -0.04], [0.03, -0.07, -0.15], [0.04, 0.22, -0.08], [-0.07, -0.01, 0.26], [0.08, -0.05, -0.24], [0.00, -0.04, -0.04], [-0.01, -0.05, -0.04], [0.04, -0.05, -0.04]],
  "mulliken_charge": [-1.131, 0.786, -0.344, 0.401, -0.657, -0.319, 0.055, -0.591, -0.727, -0.613, -0.750, -0.717, 0.387, 0.260, 0.339, 0.340, 0.319, 0.327, 0.344, 0.352, 0.336, 0.255, 0.336, 0.474, 0.963, 0.531, -0.801, -0.268, -1.490, 0.463, -0.079, 0.311, 0.170, -0.656, -0.337, -0.679, -0.299, 0.468, 0.431, 0.501, 0.428, 0.248, 0.228, 0.405],
  "smiles": "CC1=C(C(=O)OC2CCCCC2)[C@H](c2ccco2)n2ncnc2N1",
  "e_above_lowest_kcal_mol": 64.8,
  "homo_energy_ev": -8.4
}

Record 2
{
  "formula": "C17H21AgB2F4N7O4S",
  "method": "wB97M-V/def2-TZVPD",
  "species": ["Ag", "C", "C", "N", "O", "B", "F", "F", "O", "N", "C", "C", "C", "N", "O", "B", "F", "F", "O", "N", "C", "C", "C", "H", "H", "H", "H", "H", "H", "H", "H", "H", "H", "H", "H", "C", "N", "C", "C", "N", "C", "S", "C", "C", "C", "C", "C", "N", "H", "H", "H", "H", "H", "H", "H", "H", "H"],
  "positions_angstrom": [[0.5383, 0.6587, 0.0530], [3.4851, -2.4792, -0.6869], [2.4596, -1.6065, -0.0478], [1.2287, -1.5070, -0.3925], [0.8128, -2.1146, -1.5112], [-0.6771, -2.0564, -1.6754], [-1.3160, -2.5664, -0.5682], [-0.9606, -2.6173, -2.8773], [-1.2298, -0.5758, -1.8426], [-1.2474, 0.1350, -0.7128], [-2.2178, 0.0748, 0.1349], [-3.5016, -0.6149, -0.1456], [-1.9336, 0.6883, 1.4584], [-0.6777, 0.8524, 1.6861], [-0.2508, 1.3886, 2.8050], [1.1366, 0.8533, 3.2849], [1.4081, 1.5293, 4.4153], [1.0185, -0.5177, 3.3710], [2.2200, 1.1875, 2.2762], [2.1735, 0.4043, 1.1866], [2.7980, -0.7206, 1.1086], [3.7984, -1.1415, 2.1216], [-2.9620, 1.0063, 2.4854], [3.0398, -3.0260, -1.5125], [4.3214, -1.8833, -1.0574], [3.8807, -3.1926, 0.0376], [-3.5074, -1.0106, -1.1557], [-3.6378, -1.4378, 0.5584], [-4.3284, 0.0851, -0.0102], [4.0130, -0.3400, 2.8207], [3.3955, -1.9975, 2.6680], [4.7127, -1.4628, 1.6226], [-3.9690, 0.8986, 2.0934], [-2.8369, 0.3421, 3.3430], [-2.8143, 2.0238, 2.8481], [0.9061, -0.2533, -4.5137], [0.1200, 0.8816, -4.0293], [-1.0408, 1.3436, -4.6016], [-1.5377, 2.2978, -3.7886], [-0.6638, 2.4253, -2.7247], [0.3546, 1.5404, -2.8871], [1.7375, 1.2715, -1.9030], [-0.9364, 3.1929, -1.5422], [-2.2472, 3.3490, -1.1122], [-2.4428, 4.0713, 0.0566], [-1.3461, 4.5656, 0.7453], [-0.0831, 4.3395, 0.2219], [0.1158, 3.6781, -0.9173], [0.4048, -0.6566, -5.3881], [0.9512, -1.0119, -3.7354], [1.9078, 0.0744, -4.7794], [-1.4012, 0.9678, -5.5422], [-2.3998, 2.9287, -3.9020], [-3.0818, 2.9237, -1.6516], [-3.4465, 4.2359, 0.4279], [-1.4631, 5.1168, 1.6676], [0.8109, 4.6972, 0.7206]],
  "atomic_forces_ev_per_a": [[0.07, 0.17, -0.12], [0.01, 0.01, 0.02], [-0.09, 0.06, 0.00], [0.16, -0.06, 0.05], [-0.14, -0.06, -0.04], [-0.01, -0.02, 0.09], [0.04, 0.03, -0.04], [-0.02, -0.04, -0.04], [0.01, -0.02, 0.00], [-0.11, -0.04, 0.09], [0.03, -0.01, -0.06], [-0.02, 0.03, 0.01], [0.02, -0.02, 0.01], [-0.09, -0.01, 0.06], [0.08, 0.02, 0.03], [-0.04, -0.03, 0.06], [-0.01, 0.00, -0.02], [0.02, 0.02, -0.01], [0.00, -0.04, 0.00], [0.01, 0.03, 0.05], [0.02, -0.05, -0.02], [0.01, 0.00, 0.01], [0.00, -0.02, -0.01], [0.00, 0.00, 0.00], [0.00, 0.00, 0.00], [0.00, 0.00, -0.01], [0.00, -0.01, 0.00], [0.02, 0.00, 0.00], [-0.01, -0.02, -0.01], [0.00, 0.00, 0.00], [0.00, 0.01, 0.00], [0.01, 0.00, 0.00], [0.00, -0.01, 0.00], [0.00, 0.01, 0.01], [0.01, 0.00, 0.00], [0.03, 0.03, -0.02], [-0.08, 0.05, -0.03], [0.10, -0.05, -0.01], [0.04, 0.05, 0.05], [-0.12, -0.07, -0.04], [0.07, 0.05, -0.08], [0.01, -0.13, 0.02], [0.04, 0.13, 0.01], [0.05, 0.06, 0.02], [-0.03, -0.03, -0.03], [-0.01, 0.00, 0.05], [0.02, -0.01, -0.06], [-0.02, -0.01, 0.01], [-0.01, 0.01, 0.00], [0.02, 0.02, -0.03], [0.01, 0.00, 0.00], [-0.01, -0.01, 0.01], [-0.02, -0.01, 0.04], [0.01, -0.03, -0.02], [0.02, 0.00, -0.01], [0.00, 0.00, 0.00], [-0.06, 0.03, 0.00]],
  "mulliken_charge": [-0.534, -1.630, 0.633, 0.054, -0.436, 0.443, -0.306, -0.320, -0.336, 1.278, 0.829, -2.113, -0.263, 1.080, -0.547, 0.781, -0.325, -0.330, -0.464, 0.473, 1.078, -1.704, -1.467, 0.390, 0.358, 0.408, 0.381, 0.329, 0.569, 0.375, 0.339, 0.503, 0.422, 0.355, 0.360, -0.685, 0.248, -0.491, -0.497, 0.361, -0.054, -0.435, 0.848, -0.527, -0.783, -0.354, -0.535, -0.433, 0.311, 0.248, 0.308, 0.496, 0.550, 0.374, 0.470, 0.447, 0.471],
  "total_charge": 1,
  "homo_energy_ev": -12.0
}

Q: Number 2 is which compound?
A: C17H21AgB2F4N7O4S

Q: Which formula does entry 2 have?
A: C17H21AgB2F4N7O4S

Q: Which formula does entry 2 have?
A: C17H21AgB2F4N7O4S